The following is a DFT calculation (ωB97M-V/def2-TZVPD) of a 2-piece molecular cluster, C2H8NO2 overall.

```
13
C2H8NO2, DFT ωB97M-V/def2-TZVPD
O -1.795 -0.823 0.711
C -0.805 -0.913 1.353
C 0.319 0.172 1.344
N 0.395 0.920 0.031
H -0.624 -1.827 1.983
H 0.102 0.860 2.160
H 1.267 -0.353 1.483
H 0.708 1.891 0.140
H 1.014 0.435 -0.673
H -0.506 0.974 -0.458
H 0.887 0.747 -3.183
H 1.622 -0.558 -2.707
O 1.109 0.204 -2.415
```

The multiplicity is 2. The energy above the lowest of the compared OMol25 structures with the same formula, charge and spin comes out at 12.6 kcal per mole. The value obtained for the HOMO energy (alpha / beta) is -20.286 / -20.285 eV. As for the expectation value of S²: 0.76. As for the charge: +2. For the calculated total energy, the calculation gives -7766.8343 eV. The maximum force comes out at 1.113 eV Å⁻¹.